{"formula": "C22H25N3O5", "method": "ωB97M-V/def2-TZVPD", "orbital_gap_ha": 0.2733, "homo_ev": -7.82, "max_force_ev_per_a": 18.8, "species": ["O", "C", "N", "H", "C", "H", "C", "N", "C", "C", "H", "O", "C", "C", "H", "H", "H", "H", "H", "H", "H", "H", "H", "H", "C", "C", "C", "C", "C", "C", "H", "H", "N", "C", "O", "C", "C", "H", "O", "C", "C", "C", "C", "C", "C", "O", "H", "H", "H", "H", "H", "H", "H", "H", "H"], "positions_angstrom": [[-1.399, -1.662, -1.931], [-1.051, -1.958, -0.862], [-1.992, -2.287, -0.017], [-1.838, -2.552, 0.946], [-3.530, -2.379, -0.414], [-3.691, -2.037, -1.270], [-4.240, -1.221, 0.791], [-3.264, 0.057, 0.590], [-3.549, 0.950, 1.740], [-4.650, 1.811, 1.583], [-4.847, 2.779, 2.423], [-4.614, 2.710, 0.313], [-4.293, 1.593, -0.819], [-3.100, 0.924, -0.463], [-3.007, 0.168, -1.491], [-2.285, 1.407, -0.266], [-4.103, 2.278, -1.501], [-5.268, 1.140, -0.817], [-5.514, 1.376, 1.459], [-3.688, 0.383, 2.858], [-2.644, 1.532, 1.880], [-5.270, -0.747, 0.395], [-4.278, -1.370, 1.696], [-4.159, -3.086, 0.092], [0.175, -1.710, -0.542], [0.503, -1.384, 0.976], [1.726, -1.439, 1.439], [2.819, -1.401, 0.573], [2.466, -2.098, -0.561], [1.284, -2.242, -1.053], [1.061, -2.440, -2.176], [3.349, -2.331, -1.438], [4.143, -1.368, 1.069], [4.751, -0.460, 1.508], [5.848, -0.522, 2.017], [4.253, 1.292, 1.412], [5.124, 1.780, 0.145], [4.842, 2.863, 0.549], [4.874, 1.232, -0.929], [3.445, 1.239, -1.184], [3.286, 0.869, -2.451], [1.735, 0.970, -2.734], [0.787, 1.004, -1.984], [1.180, 1.055, -0.658], [2.460, 1.256, -0.377], [3.011, 1.188, 1.026], [0.562, 1.188, 0.126], [-0.023, 0.874, -2.259], [1.632, 0.848, -4.112], [3.864, 0.925, -3.292], [6.178, 1.694, 0.512], [4.373, 1.631, 2.290], [4.876, -2.181, 0.923], [1.976, -0.955, 2.530], [-0.285, -1.184, 1.740]], "mulliken_charge": [-0.656, 0.174, -0.211, 0.283, -1.298, 0.690, -1.037, 0.448, -0.681, -0.762, 0.239, -0.482, -0.931, -0.561, 0.104, 0.600, 0.527, 0.325, 0.513, 0.309, 0.371, 0.328, 0.813, 0.442, 1.608, -0.712, -0.730, 0.850, -0.673, -0.662, 0.219, 0.085, 0.036, 0.226, -0.727, -0.487, -0.610, 0.230, -0.322, 1.587, -1.458, -0.151, -1.424, -0.388, -0.586, -0.423, 0.959, 1.151, 0.055, 0.624, 0.426, 1.006, 0.353, 0.091, 0.302]}


{"formula": "C22H25N3O5", "method": "ωB97M-V/def2-TZVPD", "orbital_gap_ha": 0.3245, "homo_ev": -8.58, "smiles": "CCOC(=O)CNC(=O)N1CCc2ccc(NC(=O)c3ccccc3OC)cc2C1", "max_force_ev_per_a": 0.6, "species": ["C", "C", "O", "C", "O", "C", "N", "C", "O", "N", "C", "C", "C", "C", "C", "C", "N", "C", "O", "C", "C", "C", "C", "C", "C", "O", "C", "C", "C", "C", "H", "H", "H", "H", "H", "H", "H", "H", "H", "H", "H", "H", "H", "H", "H", "H", "H", "H", "H", "H", "H", "H", "H", "H", "H"], "positions_angstrom": [[-4.187, -3.832, 0.533], [-4.204, -2.776, -0.562], [-4.311, -1.459, -0.016], [-5.542, -1.024, 0.282], [-6.543, -1.672, 0.134], [-5.514, 0.391, 0.835], [-4.188, 0.917, 1.029], [-3.684, 1.793, 0.093], [-4.413, 2.369, -0.693], [-2.340, 2.021, 0.141], [-1.796, 3.104, -0.650], [-0.631, 2.589, -1.489], [0.420, 2.058, -0.562], [1.775, 2.167, -0.844], [2.733, 1.695, 0.030], [2.341, 1.083, 1.219], [3.268, 0.578, 2.131], [4.442, -0.081, 1.904], [5.161, -0.386, 2.833], [4.784, -0.405, 0.488], [6.050, -0.087, 0.019], [6.418, -0.385, -1.281], [5.516, -1.025, -2.110], [4.260, -1.383, -1.647], [3.882, -1.089, -0.343], [2.687, -1.435, 0.211], [1.702, -2.011, -0.611], [0.986, 1.008, 1.523], [0.026, 1.484, 0.643], [-1.428, 1.317, 1.014], [-5.130, -3.819, 1.074], [-4.053, -4.814, 0.088], [-3.374, -3.645, 1.231], [-3.269, -2.773, -1.126], [-5.048, -2.946, -1.238], [-6.082, 0.406, 1.771], [-6.017, 1.049, 0.117], [-3.556, 0.318, 1.531], [-2.607, 3.480, -1.275], [-1.447, 3.907, 0.012], [-0.226, 3.389, -2.109], [-0.990, 1.795, -2.150], [2.084, 2.638, -1.766], [3.780, 1.807, -0.202], [2.995, 0.599, 3.107], [6.736, 0.409, 0.689], [7.401, -0.123, -1.641], [5.788, -1.262, -3.128], [3.584, -1.898, -2.311], [1.443, -1.351, -1.444], [2.017, -2.986, -0.996], [0.831, -2.142, 0.028], [0.680, 0.556, 2.457], [-1.647, 0.241, 0.966], [-1.562, 1.642, 2.058]], "mulliken_charge": [-1.109, -0.300, -0.274, 0.624, -0.601, -0.863, -0.210, 0.725, -0.729, 0.194, -1.056, -1.039, 0.799, -1.242, -0.348, 0.240, -0.144, 0.097, -0.659, 0.108, -0.326, -0.771, -0.585, -0.633, 1.198, -0.347, -1.036, -0.573, 0.498, -0.877, 0.314, 0.393, 0.280, 0.324, 0.331, 0.338, 0.414, 0.264, 0.440, 0.388, 0.447, 0.272, 0.427, 0.554, 0.244, 0.446, 0.408, 0.392, 0.428, 0.388, 0.417, 0.215, 0.390, 0.357, 0.367]}


{"formula": "C22H26AuN6O6P2", "method": "ωB97M-V/def2-TZVPD", "orbital_gap_ha": [0.3002, 0.2329], "multiplicity": 3, "homo_ev": [-10.41, -11.30], "charge": 1, "max_force_ev_per_a": 1.3, "species": ["Au", "C", "C", "C", "C", "C", "N", "C", "C", "C", "C", "C", "C", "C", "N", "C", "C", "C", "N", "C", "C", "N", "C", "C", "C", "N", "H", "H", "H", "H", "H", "H", "H", "H", "H", "H", "H", "H", "H", "H", "H", "H", "H", "H", "N", "C", "C", "P", "O", "O", "O", "P", "O", "O", "O", "H", "H", "H", "H", "H", "H", "H", "H"], "positions_angstrom": [[-0.353, -1.047, -0.716], [3.005, 3.671, 2.645], [2.128, 3.027, 1.631], [0.808, 3.469, 1.468], [-0.025, 2.841, 0.587], [0.395, 1.720, -0.175], [-0.531, 1.038, -0.876], [-1.590, 1.652, -1.459], [-1.377, 2.863, -2.157], [-2.382, 3.507, -2.829], [-3.675, 2.977, -2.851], [-4.769, 3.645, -3.611], [-3.902, 1.784, -2.174], [-2.904, 1.121, -1.469], [-3.279, -0.005, -0.721], [-4.491, -0.200, -0.149], [-4.479, -1.438, 0.446], [-3.205, -1.949, 0.188], [-2.507, -1.078, -0.517], [1.762, 1.318, -0.071], [2.582, 1.981, 0.838], [2.306, 0.341, -0.902], [3.616, 0.131, -1.195], [3.689, -0.917, -2.079], [2.363, -1.316, -2.281], [1.555, -0.540, -1.584], [2.809, 4.740, 2.702], [4.056, 3.507, 2.426], [2.794, 3.252, 3.630], [0.440, 4.289, 2.067], [-1.059, 3.141, 0.497], [-0.374, 3.262, -2.181], [-2.166, 4.419, -3.364], [-4.624, 4.722, -3.655], [-5.738, 3.429, -3.167], [-4.783, 3.277, -4.639], [-4.894, 1.358, -2.198], [-5.268, 0.537, -0.176], [-5.278, -1.902, 0.985], [-2.759, -2.883, 0.462], [3.603, 1.658, 0.959], [4.412, 0.716, -0.785], [4.567, -1.345, -2.514], [1.972, -2.098, -2.902], [2.691, -3.866, 2.101], [1.310, -3.378, 1.859], [0.309, -4.058, 2.754], [1.397, -1.548, 2.220], [2.817, -1.224, 1.447], [1.642, -1.378, 3.664], [0.275, -0.829, 1.538], [1.155, -3.694, 0.036], [0.998, -5.297, 0.036], [2.492, -3.338, -0.487], [-0.124, -3.165, -0.583], [3.115, -3.398, 2.914], [3.159, -3.601, 1.190], [2.721, -4.885, 2.198], [0.531, -3.822, 3.794], [0.304, -5.141, 2.617], [-0.685, -3.675, 2.529], [3.357, -0.806, 2.122], [0.088, -5.570, -0.081]], "lowdin_spin": [0.594, 0.020, 0.103, -0.012, 0.088, 0.052, 0.468, 0.029, 0.072, -0.012, 0.074, 0.014, -0.007, 0.067, 0.014, 0.008, 0.006, 0.011, 0.069, 0.099, -0.014, 0.013, 0.024, 0.011, 0.037, 0.079, 0.003, 0.001, 0.008, -0.002, 0.002, 0.001, -0.002, 0.001, 0.001, 0.006, -0.002, 0.001, 0.000, 0.000, -0.002, 0.001, 0.000, 0.001, 0.000, 0.000, 0.000, 0.000, -0.001, 0.000, 0.003, 0.007, 0.006, 0.001, 0.058, 0.000, 0.000, 0.000, 0.000, 0.000, 0.000, 0.000, 0.000]}


{"formula": "C22H26Br33O4P", "method": "ωB97M-V/def2-TZVPD", "orbital_gap_ha": 0.3064, "homo_ev": -9.82, "max_force_ev_per_a": 1.9, "species": ["C", "C", "C", "O", "C", "C", "C", "C", "O", "C", "C", "C", "P", "O", "C", "O", "H", "H", "H", "H", "H", "H", "H", "H", "H", "H", "H", "H", "H", "H", "H", "C", "Br", "Br", "Br", "H", "C", "Br", "Br", "Br", "H", "C", "Br", "Br", "Br", "H", "C", "Br", "Br", "Br", "H", "C", "Br", "Br", "Br", "H", "C", "Br", "Br", "Br", "H", "C", "Br", "Br", "Br", "H", "C", "Br", "Br", "Br", "H", "C", "Br", "Br", "Br", "H", "C", "Br", "Br", "Br", "H", "C", "Br", "Br", "Br", "H"], "positions_angstrom": [[-0.818, 1.887, 2.173], [-2.130, 2.351, 1.509], [-3.209, 1.254, 1.451], [-2.673, -0.012, 1.081], [-3.109, -0.478, -0.177], [-1.895, -0.975, -0.951], [-0.662, -1.080, -0.455], [0.458, -1.551, -1.334], [1.442, -2.105, -0.916], [0.297, -1.262, -2.819], [1.514, -1.099, -3.701], [-0.942, -1.166, -3.326], [-1.216, -0.835, -5.097], [-1.053, -2.040, -5.960], [-2.108, -1.378, -2.391], [-3.152, -1.852, -2.768], [-0.739, 2.266, 3.193], [-0.698, 0.804, 2.202], [0.016, 2.286, 1.589], [-1.971, 2.732, 0.496], [-2.545, 3.165, 2.112], [-4.043, 1.574, 0.819], [-3.620, 1.137, 2.462], [-3.608, 0.280, -0.788], [-3.785, -1.327, -0.010], [-0.454, -0.818, 0.576], [1.700, -0.050, -3.947], [2.382, -1.506, -3.175], [1.417, -1.657, -4.635], [-0.324, 0.158, -5.554], [-2.528, -0.315, -5.191], [-5.406, -1.574, 4.111], [-5.189, 0.067, 5.102], [-6.649, -1.348, 2.646], [-3.695, -2.276, 3.558], [-5.845, -2.298, 4.782], [0.307, 3.373, -7.527], [1.038, 2.232, -8.895], [-1.601, 3.573, -7.702], [0.797, 2.766, -5.764], [0.746, 4.352, -7.658], [-4.676, -3.945, -6.333], [-3.984, -4.904, -7.854], [-5.744, -2.430, -6.868], [-5.653, -5.109, -5.156], [-3.828, -3.559, -5.782], [2.139, 3.221, 5.070], [2.896, 2.260, 3.584], [1.179, 4.788, 4.489], [1.044, 2.079, 6.172], [2.963, 3.560, 5.680], [-9.230, -2.907, 5.628], [-10.701, -3.915, 6.355], [-8.500, -1.670, 6.912], [-7.863, -4.061, 4.910], [-9.617, -2.322, 4.805], [4.753, -3.439, 0.065], [6.114, -2.722, -1.095], [4.559, -5.341, -0.162], [5.073, -2.965, 1.901], [3.812, -2.986, -0.222], [6.654, 4.154, 4.835], [5.379, 4.837, 6.111], [6.625, 2.229, 4.744], [6.420, 4.950, 3.096], [7.635, 4.441, 5.188], [4.260, 3.929, -3.514], [2.880, 4.524, -2.306], [4.293, 2.007, -3.653], [4.095, 4.753, -5.243], [5.206, 4.241, -3.097], [-7.945, -2.967, -0.720], [-6.913, -3.338, -2.293], [-8.094, -1.073, -0.371], [-9.679, -3.805, -0.801], [-7.421, -3.399, 0.122], [8.207, -6.962, -0.542], [9.540, -6.221, -1.720], [8.026, -8.866, -0.776], [8.547, -6.499, 1.297], [7.260, -6.515, -0.811], [8.826, 7.849, 5.831], [9.458, 6.654, 4.456], [6.936, 8.187, 5.670], [9.289, 7.212, 7.590], [9.332, 8.793, 5.689]], "mulliken_charge": [-0.664, -0.608, -0.277, -0.177, -0.598, 0.277, -0.126, -0.250, -0.549, 0.833, -1.595, 0.323, 0.735, -0.694, 0.041, -0.523, 0.193, 0.176, 0.209, 0.278, 0.430, 0.390, 0.045, 0.464, 0.245, 0.515, 0.201, 0.339, 0.432, -0.098, 0.095, -0.176, -0.032, 0.094, -0.029, 0.115, -0.380, 0.006, -0.016, 0.081, 0.337, 0.043, -0.037, -0.027, -0.040, 0.023, 0.089, 0.038, -0.012, -0.026, -0.107, -0.280, -0.039, -0.011, -0.040, 0.358, 0.296, -0.004, -0.037, 0.010, -0.220, -0.201, -0.016, -0.032, 0.038, 0.219, -0.369, 0.006, 0.022, -0.010, 0.341, -0.255, 0.065, -0.070, -0.039, 0.274, -0.005, -0.010, -0.012, 0.001, 0.015, -0.324, -0.031, -0.002, 0.001, 0.353]}